This record from the OMol25 dataset describes an isolated molecule of C5H7I in a non-equilibrium geometry. The level of theory is ωB97M-V with the def2-TZVPD basis set.

Geometry as XYZ:
```
13
C5H7I (ωB97M-V with the def2-TZVPD basis set)
C 2.48 1.85 -1.04
C 2.62 1.52 0.20
C -1.02 -1.91 0.84
C -1.79 0.25 -0.22
C -0.88 -0.51 0.39
I 0.99 0.35 1.02
H 1.60 1.72 -1.74
H -0.19 -2.37 1.29
H -1.89 -2.00 1.43
H -1.12 -2.45 -0.06
H -1.52 1.28 -0.23
H 3.55 2.12 -1.28
H -2.84 0.15 -0.61
```

Net charge: 0
ΔE to the lowest compared entry with this formula, charge and spin in eV: 4.243
Calculated total energy in Eh: -492.192439

This record from the OMol25 dataset describes C19H13Br2Cl3F6N5O5S2SiW as an isolated structure in a non-equilibrium geometry. The level of theory is ωB97M-V with the def2-TZVPD basis set.

Geometry as XYZ:
```
57
C19H13Br2Cl3F6N5O5S2SiW (ωB97M-V with the def2-TZVPD basis set)
W -0.45 0.35 0.09
Br 3.49 -5.13 3.32
C 2.22 -4.10 2.42
C 1.75 -4.52 1.18
C 0.81 -3.76 0.51
C 0.35 -2.57 1.07
C 0.81 -2.16 2.32
C 1.74 -2.93 2.99
N -0.66 -1.80 0.38
C -1.73 -2.39 0.01
C -2.80 -1.63 -0.60
C -4.00 -2.20 -0.96
C -5.00 -1.39 -1.50
C -4.73 -0.04 -1.67
C -3.50 0.46 -1.29
N -2.55 -0.31 -0.76
H 2.10 -5.45 0.75
H 0.44 -4.09 -0.46
H 0.38 -1.30 2.81
H 2.09 -2.63 3.97
H -1.87 -3.44 0.23
H -4.17 -3.26 -0.81
H -5.95 -1.81 -1.79
H -5.47 0.62 -2.09
H -3.26 1.51 -1.40
F -2.55 4.34 -1.54
C -2.94 4.37 -0.28
F -3.04 5.58 0.17
F -4.05 3.68 -0.13
S -1.64 3.48 0.73
O -1.55 2.15 0.01
O -1.97 3.44 2.10
N -0.31 4.26 0.36
S 0.97 3.44 0.18
O 1.50 2.90 1.51
O 0.91 2.32 -0.76
C 2.30 4.69 -0.31
F 2.46 5.49 0.70
F 3.37 3.96 -0.54
F 1.88 5.30 -1.38
O -0.54 0.28 -2.98
N -0.51 0.31 -1.86
Br 5.52 -1.92 -2.57
C 3.96 -1.28 -1.83
C 2.75 -1.95 -2.01
C 1.61 -1.44 -1.44
N 1.59 -0.32 -0.68
C 2.76 0.34 -0.55
C 3.94 -0.10 -1.09
H 2.70 -2.85 -2.60
H 0.68 -1.95 -1.60
H 2.77 1.26 0.00
H 4.85 0.48 -0.94
Cl 0.27 1.74 3.92
Si 1.10 1.30 2.15
Cl -1.72 0.17 2.01
Cl 2.89 0.46 2.53
```

Net charge: +3
ΔE to the lowest compared entry with this formula, charge and spin in eV: 4.923
Calculated total energy in Eh: -9661.601439

This record from the OMol25 dataset describes an isolated ion of composition H3NO3P3 and charge -1 in a non-equilibrium geometry. The level of theory is ωB97M-V with the def2-TZVPD basis set.

Geometry as XYZ:
```
10
H3NO3P3 (ωB97M-V with the def2-TZVPD basis set)
H -0.44 2.80 -2.45
P 0.60 1.95 -2.18
N 0.02 1.30 -0.91
P 0.68 -0.29 -0.30
O 1.08 -1.09 -1.49
O 1.53 -0.20 0.90
O -0.79 -0.89 0.12
P -1.36 -0.87 1.70
H -1.00 -2.22 2.23
H -0.32 -0.49 2.38
```

Net charge: -1
ΔE to the lowest compared entry with this formula, charge and spin in eV: 1.159
Calculated total energy in Eh: -1306.461081
SMILES: [H]/P=N/[P@@](=O)([O-])OP

This record from the OMol25 dataset describes a 10-piece molecular cluster, H20O10 overall in a non-equilibrium geometry. The level of theory is ωB97M-V with the def2-TZVPD basis set.

Geometry as XYZ:
```
30
H20O10 (ωB97M-V with the def2-TZVPD basis set)
O -2.95 -0.31 -0.26
H -3.90 -0.24 -0.40
H -2.61 -0.15 -1.15
O -1.31 2.01 -0.47
H -1.00 1.32 -1.00
H -2.22 1.97 -0.76
O -1.12 -0.01 -2.17
H -1.05 -0.93 -2.12
H -0.33 0.20 -1.71
O 1.31 2.85 0.23
H 1.67 3.74 0.30
H 0.38 2.84 -0.09
O 0.13 0.78 2.53
H -0.76 1.19 2.24
H 0.67 0.59 1.72
O 2.49 0.10 1.01
H 2.38 -0.77 0.46
H 3.09 -0.14 1.67
O -0.41 -2.18 -0.32
H -0.48 -1.47 0.39
H -0.89 -2.95 -0.02
O 2.64 -2.35 -0.23
H 2.91 -1.88 -1.11
H 1.69 -2.55 -0.24
O 1.56 0.14 -1.53
H 1.82 0.50 -2.30
H 1.92 0.72 -0.84
O -1.92 -1.41 2.09
H -1.41 -0.82 2.62
H -2.31 -0.79 1.46
```

Net charge: 0
ΔE to the lowest compared entry with this formula, charge and spin in eV: 2.838
Calculated total energy in Eh: -764.377635
SMILES: O.O.O.O.O.O.O.O.O.O

This record from the OMol25 dataset describes an isolated molecule of C4H4Br2 in a non-equilibrium geometry. The level of theory is ωB97M-V with the def2-TZVPD basis set.

Geometry as XYZ:
```
10
C4H4Br2 (ωB97M-V with the def2-TZVPD basis set)
C 0.67 -1.66 -0.94
C 0.13 -0.47 -0.84
Br -0.73 0.30 -2.26
C -0.12 0.29 0.71
C -1.19 0.96 0.74
Br 0.84 -0.13 2.30
H 0.69 -2.19 -1.91
H 1.12 -2.08 -0.07
H -1.44 1.39 1.74
H -1.95 1.11 -0.04
```

Net charge: 0
ΔE to the lowest compared entry with this formula, charge and spin in eV: 1.089
Calculated total energy in Eh: -5302.755770
SMILES: C=C(Br)C(=C)Br

This record from the OMol25 dataset describes a 10-piece molecular cluster, C42H63N5O13 overall in a non-equilibrium geometry. The level of theory is ωB97M-V with the def2-TZVPD basis set.

Geometry as XYZ:
```
123
C42H63N5O13 (ωB97M-V with the def2-TZVPD basis set)
C 15.38 6.96 9.90
O 15.94 7.96 10.74
C 17.22 7.79 11.16
O 17.89 6.83 10.94
O 17.51 8.82 11.94
C 18.86 8.79 12.38
H 15.80 6.00 10.07
H 15.56 7.26 8.83
H 14.35 6.98 10.13
H 19.46 9.24 11.58
H 19.29 7.85 12.68
H 18.93 9.44 13.27
C 21.39 14.92 10.14
O 20.75 16.10 10.59
C 20.06 15.93 11.70
O 20.08 14.97 12.48
O 19.27 16.95 11.86
C 18.32 16.89 12.98
H 20.75 14.20 9.65
H 21.98 14.48 10.93
H 22.08 15.23 9.37
H 18.89 17.17 13.92
H 17.90 15.88 13.08
H 17.52 17.61 12.77
C 17.40 12.11 12.98
O 16.95 13.45 12.96
C 16.16 13.92 13.91
O 16.04 15.11 14.15
O 15.60 12.97 14.61
C 14.82 13.35 15.74
H 16.71 11.54 12.36
H 17.35 11.75 13.97
H 18.42 12.14 12.68
H 15.41 13.36 16.66
H 13.98 12.62 15.77
H 14.35 14.32 15.68
C 22.43 11.90 15.44
C 21.91 12.66 14.38
C 21.56 11.93 13.24
N 21.90 10.64 13.02
C 22.44 9.95 13.99
C 22.71 10.54 15.24
H 22.61 12.46 16.38
H 21.57 13.68 14.46
H 21.15 12.40 12.36
H 22.66 8.89 13.78
H 23.22 10.04 16.06
C 13.95 12.01 11.24
C 13.04 12.94 11.76
C 12.49 12.61 13.01
N 12.76 11.51 13.69
C 13.58 10.62 13.12
C 14.25 10.82 11.92
H 14.45 12.21 10.28
H 12.72 13.83 11.28
H 11.89 13.33 13.49
H 13.61 9.69 13.70
H 14.88 10.12 11.43
C 18.03 14.78 18.33
C 18.18 14.15 17.09
C 18.65 12.85 17.05
N 19.07 12.16 18.09
C 18.95 12.78 19.28
C 18.42 14.09 19.43
H 17.53 15.75 18.43
H 17.90 14.64 16.18
H 18.81 12.44 16.05
H 19.25 12.20 20.09
H 18.14 14.57 20.42
C 10.01 15.63 17.77
C 10.47 16.20 16.61
C 10.80 15.35 15.54
N 10.79 14.06 15.57
C 10.23 13.51 16.68
C 9.84 14.24 17.82
H 9.86 16.31 18.59
H 10.67 17.27 16.43
H 11.13 15.84 14.64
H 10.14 12.45 16.75
H 9.38 13.79 18.68
C 16.03 15.22 10.14
C 15.00 15.14 9.20
C 15.16 14.45 8.00
N 16.32 13.92 7.65
C 17.31 13.96 8.56
C 17.22 14.54 9.78
H 15.91 15.75 11.05
H 13.98 15.51 9.34
H 14.34 14.40 7.23
H 18.17 13.41 8.37
H 18.02 14.43 10.48
C 14.61 17.35 17.79
O 14.67 15.96 18.17
C 14.17 15.72 19.46
C 13.69 14.29 19.53
O 13.17 14.11 20.77
C 12.52 12.82 21.01
H 13.56 17.72 17.77
H 14.99 17.42 16.77
H 15.29 17.96 18.49
H 13.33 16.36 19.69
H 14.93 15.99 20.22
H 14.48 13.61 19.22
H 12.88 14.26 18.72
H 13.25 11.92 21.05
H 11.79 12.67 20.19
H 12.09 12.90 22.02
C 16.11 8.22 15.06
O 16.19 9.60 15.48
C 15.49 9.85 16.70
C 13.95 9.88 16.53
O 13.50 8.48 16.19
C 12.06 8.52 16.01
H 15.53 7.59 15.76
H 17.10 7.79 14.85
H 15.61 8.20 14.08
H 15.88 10.74 17.20
H 15.72 9.03 17.41
H 13.50 10.56 15.83
H 13.36 10.12 17.44
H 11.88 9.05 15.11
H 11.68 9.11 16.90
H 11.58 7.51 15.99
```

Net charge: 0
Calculated total energy in Eh: -2889.913119
SMILES: COC(=O)OC.COC(=O)OC.COC(=O)OC.c1ccncc1.c1ccncc1.c1ccncc1.c1ccncc1.c1ccncc1.COCCOC.COCCOC

This record from the OMol25 dataset describes a 7-piece molecular cluster, C10H36NO6 overall in a non-equilibrium geometry. The level of theory is ωB97M-V with the def2-TZVPD basis set.

Geometry as XYZ:
```
53
C10H36NO6 (ωB97M-V with the def2-TZVPD basis set)
N 0.14 0.30 -0.01
H 1.15 0.18 -0.24
H -0.19 1.26 -0.25
H -0.02 0.00 0.97
H -0.32 -0.36 -0.65
C -2.61 1.07 2.42
O -2.72 -0.10 1.61
H -2.51 1.98 1.83
H -3.48 1.15 3.08
H -1.72 1.01 3.04
H -3.54 0.06 1.13
C -3.13 -2.19 -3.06
C -1.71 -2.09 -2.57
C -0.87 -1.17 -3.46
O -1.71 -1.54 -1.24
H -3.83 -2.80 -2.48
H -3.13 -2.60 -4.07
H -3.64 -1.22 -3.12
H -1.25 -3.08 -2.55
H 0.16 -1.19 -3.11
H -1.27 -0.17 -3.37
H -0.86 -1.54 -4.49
H -2.50 -1.84 -0.78
C -2.24 4.31 -2.08
C -1.50 2.99 -1.89
C -0.36 2.83 -2.92
O -0.98 2.92 -0.56
H -1.54 5.13 -2.24
H -2.78 4.56 -1.17
H -2.95 4.20 -2.90
H -2.17 2.16 -2.09
H 0.38 2.15 -2.48
H 0.24 3.72 -3.10
H -0.74 2.32 -3.80
H -0.32 3.58 -0.34
C 4.38 -1.78 4.54
C 3.81 -1.27 3.21
C 3.27 -2.46 2.43
O 2.73 -0.38 3.53
H 5.27 -2.39 4.44
H 3.61 -2.30 5.11
H 4.63 -0.92 5.17
H 4.59 -0.82 2.59
H 2.80 -2.11 1.52
H 2.53 -2.96 3.05
H 4.13 -3.11 2.22
H 2.93 0.14 4.31
O 0.31 -1.21 2.40
H -0.24 -1.83 2.89
H 0.99 -0.90 3.04
O 2.73 -0.34 -0.92
H 3.35 -0.06 -1.60
H 2.70 -1.30 -0.98
```

Net charge: +1
ΔE to the lowest compared entry with this formula, charge and spin in eV: 0.465
Calculated total energy in Eh: -908.584975

This record from the OMol25 dataset describes a 2-piece molecular cluster, C3H6NO4 overall in a non-equilibrium geometry. The level of theory is ωB97M-V with the def2-TZVPD basis set.

Geometry as XYZ:
```
14
C3H6NO4 (ωB97M-V with the def2-TZVPD basis set)
O -1.82 0.93 2.12
C -1.01 0.24 1.54
C 0.50 0.13 1.70
N 1.28 0.74 0.62
C 1.06 0.20 -0.80
O 1.52 0.87 -1.72
O 0.57 -0.95 -0.78
H -1.39 -0.40 0.72
H 0.85 0.59 2.63
H 0.73 -0.93 1.77
H 1.24 1.74 0.75
H -1.16 -1.06 -2.69
H -1.16 -1.65 -1.34
O -1.63 -1.70 -2.18
```

Net charge: -1
ΔE to the lowest compared entry with this formula, charge and spin in eV: 1.833
Calculated total energy in Eh: -473.707484

This record from the OMol25 dataset describes an isolated molecule of C7H6S in a non-equilibrium geometry. The level of theory is ωB97M-V with the def2-TZVPD basis set.

Geometry as XYZ:
```
14
C7H6S (ωB97M-V with the def2-TZVPD basis set)
C 1.94 0.72 -2.45
C 1.18 0.39 -1.58
C 0.35 0.00 -0.45
C -0.35 -1.14 -0.49
C -1.09 -1.42 0.86
S -1.86 -0.03 1.85
C -0.74 1.23 1.40
C 0.19 1.24 0.49
H 2.76 0.72 -3.13
H -0.33 -1.78 -1.31
H -0.39 -1.97 1.52
H -1.79 -2.25 0.92
H -0.66 2.06 2.04
H 0.77 2.22 0.33
```

Net charge: 0
ΔE to the lowest compared entry with this formula, charge and spin in eV: 3.247
Calculated total energy in Eh: -668.379870
SMILES: C#CC1=CCSC=C1

no.,molar mass (g mol⁻¹),Kohn-Sham gap (eV),LUMO (Eh)
1,194.015,8.57,-0.0023
2,1047.558,4.39,-0.4406
3,157.950,8.36,0.1188
4,180.150,10.84,0.0075
5,211.884,10.20,0.0242
6,845.988,9.89,0.0199
7,266.399,10.83,-0.0842
8,120.084,8.81,0.1416
9,122.192,8.59,0.0133